No. 1
This record from the Open Molecules 2025 dataset describes the molecule C4H4N4O at a distorted geometry. The level of theory is wB97M-V/def2-TZVPD.

Cartesian coordinates (Å):
N  -0.30  2.79  0.10
N  -0.52  -0.52  -0.99
C  0.68  0.12  1.03
C  -0.12  -1.76  -0.66
H  1.01  0.91  1.70
C  -0.08  0.43  -0.16
N  -0.34  1.69  -0.67
N  0.92  -1.15  1.43
O  -1.12  3.58  -0.36
H  -0.43  -2.59  -1.30
C  0.55  -2.09  0.52
H  0.79  -3.08  0.77
H  -1.05  1.66  -1.40

For the gap between HOMO and LUMO, the calculation gives 9.2 eV. Its molecular weight is 124.10 g mol⁻¹. Its HOMO energy is -0.3493 Eh. As for the SMILES: O=NNc1cnccn1. As for the relative energy (zero: lowest compared OMol25 entry of this formula, charge and spin): 59.4 kcal/mol. As for the total energy: -449.00082 hartree. Its LUMO energy is -0.3 eV.

No. 2
This record from the Open Molecules 2025 dataset describes the molecule C3H8BrOPS at a distorted geometry. The level of theory is wB97M-V/def2-TZVPD.

Cartesian coordinates (Å):
C  1.94  1.70  0.08
H  2.92  1.85  -0.18
H  -1.21  -1.96  -1.46
O  1.40  1.38  -1.25
P  0.01  0.85  -1.80
H  1.59  2.60  0.65
H  -0.91  0.09  0.53
H  -1.09  -2.35  0.32
H  0.27  -1.82  -0.78
Br  -1.11  2.75  -1.88
S  0.17  -0.07  -3.52
C  -1.20  -0.17  -0.45
H  -2.30  0.05  -0.63
C  -0.81  -1.70  -0.56
H  2.00  0.83  0.71

For the gap between HOMO and LUMO, the calculation gives 9.5 eV. Its molecular weight is 203.04 g mol⁻¹. Its HOMO energy is -0.3299 Eh. As for the SMILES: CC[P@@](=S)(Br)OC. As for the relative energy (zero: lowest compared OMol25 entry of this formula, charge and spin): 29.2 kcal/mol. As for the total energy: -3507.90832 hartree. Its LUMO energy is 0.6 eV.

No. 3
This record from the Open Molecules 2025 dataset describes a cluster of 2 separate species, C4H6N2 in total. The level of theory is wB97M-V/def2-TZVPD.

Cartesian coordinates (Å):
H  -1.26  -2.04  1.86
N  -0.77  -1.63  -0.32
C  0.87  1.43  -0.72
C  -0.25  -0.48  -0.26
C  0.45  0.31  -1.31
N  -0.23  0.27  0.96
H  -1.15  -1.50  2.37
H  1.47  2.24  -1.13
H  0.56  2.11  1.45
H  -0.68  -2.03  -1.25
H  0.58  -0.01  -2.34
C  0.40  1.35  0.69

For the gap between HOMO and LUMO, the calculation gives 9.2 eV. Its molecular weight is 82.11 g mol⁻¹. Its HOMO energy is -0.3674 Eh. As for the SMILES: [H]/N=C1\C=CC=N1.[H][H]. As for the relative energy (zero: lowest compared OMol25 entry of this formula, charge and spin): 59.9 kcal/mol. As for the total energy: -265.44013 hartree. Its LUMO energy is -0.8 eV.

No. 4
This record from the Open Molecules 2025 dataset describes a structure of composition C12H26Br2N4O4PRuS at a distorted geometry. The level of theory is wB97M-V/def2-TZVPD.

Cartesian coordinates (Å):
C  -2.22  2.29  2.32
H  1.51  5.63  -2.61
H  -3.47  5.41  1.56
H  -4.53  3.59  0.10
H  0.37  5.56  -3.97
H  2.28  -4.07  -1.48
O  -0.69  1.77  -0.82
H  1.64  -1.50  -1.10
H  -1.40  6.68  -2.61
H  1.16  -5.38  -1.82
C  0.38  -3.86  -0.61
Br  2.89  1.21  1.15
N  -0.91  -3.83  1.07
H  -1.87  5.99  -1.04
H  0.13  -1.16  -1.71
C  3.75  -0.33  2.07
C  -0.63  -2.54  0.85
C  -2.81  3.35  1.40
H  -4.80  2.54  1.49
Br  2.62  -1.85  1.86
H  -3.84  1.97  0.11
H  4.72  -0.53  1.62
H  -3.83  4.42  2.98
H  -1.35  2.68  2.85
H  -2.37  3.84  -2.08
N  0.18  -2.54  -0.25
C  -3.09  4.63  2.21
O  0.13  4.20  -0.96
H  -2.17  4.97  2.67
H  -2.97  1.96  3.03
N  0.66  -1.38  -0.85
P  -0.51  3.09  -0.05
C  -4.08  2.83  0.73
H  0.98  -3.83  -2.65
H  -0.29  6.77  -1.24
H  -1.84  4.33  -3.69
C  0.73  5.04  -3.09
O  -1.91  3.72  0.35
S  -1.13  -1.20  1.76
Ru  0.28  0.60  0.81
C  1.25  -4.30  -1.71
N  -0.30  -4.62  0.19
C  -0.43  4.79  -2.13
H  -1.90  1.41  1.71
C  -1.51  3.92  -2.74
H  -1.50  -4.22  1.79
C  -1.04  6.16  -1.72
O  0.38  2.85  1.14
H  3.83  -0.10  3.13
H  1.16  4.08  -3.39
H  -1.12  2.92  -2.91

For the gap between HOMO and LUMO (spin up / spin down), the calculation gives 5.8 / 6.4 eV. Its molecular weight is 614.28 g mol⁻¹. As for the spin multiplicity: 2. Its HOMO energy (spin up / spin down) is -0.5730 / -0.5735 Eh. As for the relative energy (zero: lowest compared OMol25 entry of this formula, charge and spin): 43.1 kcal/mol. The charge is +2. As for the total energy: -6974.74405 hartree. Its LUMO energy (spin up / spin down) is -9.8 / -9.2 eV.

No. 5
This record from the Open Molecules 2025 dataset describes a cluster of 2 separate species, C4H11NOS in total at a distorted geometry. The level of theory is wB97M-V/def2-TZVPD.

Cartesian coordinates (Å):
H  0.59  -1.18  -2.04
H  0.76  1.27  -1.65
C  0.88  -1.38  -1.01
H  -0.17  -1.23  1.59
H  1.56  -0.86  1.66
S  -1.85  -0.08  -0.57
O  -2.37  -1.22  0.18
H  -2.10  2.15  -0.03
C  1.04  1.12  -0.61
H  1.96  -1.61  -1.00
H  -2.88  1.16  1.07
H  0.35  -2.27  -0.66
H  0.37  0.43  1.90
H  0.63  1.92  0.00
C  0.59  -0.48  1.34
N  -2.07  1.28  0.48
C  0.58  -0.21  -0.12
H  2.13  1.19  -0.55

For the gap between HOMO and LUMO, the calculation gives 8.0 eV. Its molecular weight is 121.20 g mol⁻¹. Its HOMO energy is -0.2729 Eh. As for the relative energy (zero: lowest compared OMol25 entry of this formula, charge and spin): 54.6 kcal/mol. As for the total energy: -687.12232 hartree. Its LUMO energy is 0.6 eV.

No. 6
This record from the Open Molecules 2025 dataset describes a cluster of 34 separate species, H68O34 in total at a distorted geometry. The level of theory is wB97M-V/def2-TZVPD.

Cartesian coordinates (Å):
O  -5.18  -11.77  14.36
H  1.64  -14.94  15.49
H  1.68  -9.64  14.93
H  0.78  -12.54  12.26
O  -0.17  -7.06  14.27
H  -4.19  -13.85  15.89
O  -1.10  -8.93  17.30
H  -1.65  -8.79  16.47
H  -1.19  -7.04  10.56
H  2.51  -12.84  9.22
H  1.38  -15.85  14.14
H  0.49  -11.87  17.72
O  -3.74  -14.42  12.82
H  -1.11  -16.13  16.65
O  -1.78  -15.88  16.01
H  -2.84  -8.71  12.91
H  -6.14  -15.08  15.47
H  0.38  -16.88  12.25
O  -2.74  -8.50  11.99
H  2.45  -13.44  14.01
H  -7.31  -13.38  18.65
H  -0.30  -8.41  17.26
H  -1.84  -6.04  11.49
H  -0.37  -6.80  13.37
O  -5.46  -15.30  16.16
H  -3.31  -9.29  15.11
O  -0.94  -15.66  11.58
O  1.27  -10.50  15.21
O  2.74  -12.10  9.80
O  0.57  -17.18  13.14
O  2.83  -8.44  14.19
H  -2.70  -14.11  15.74
H  4.10  -11.93  10.86
H  2.53  -9.40  11.15
O  -1.00  -6.27  11.08
O  2.66  -12.50  13.79
O  1.57  -14.96  14.52
H  -4.62  -10.35  17.00
H  -0.30  -17.42  13.50
H  -2.51  -16.51  16.01
H  -0.20  -13.96  14.08
H  -3.98  -11.35  19.13
O  -1.23  -12.71  9.33
H  -1.98  -9.91  14.52
O  -2.55  -11.70  11.59
H  0.67  -7.40  15.93
H  -0.34  -14.82  18.63
O  -2.54  -9.07  14.56
H  -3.38  -13.77  13.45
O  -0.02  -9.41  12.00
H  1.22  -6.65  17.19
O  0.24  -15.58  18.42
O  -6.83  -13.50  17.82
H  -2.39  -14.17  18.04
H  -1.58  -11.46  15.78
H  0.36  -8.64  12.46
H  -0.14  -11.01  15.15
O  -0.30  -11.61  18.27
H  -6.01  -12.96  17.89
H  -5.28  -12.09  13.46
H  1.86  -11.96  10.21
O  -3.47  -9.66  19.59
O  3.38  -9.24  11.60
H  -0.98  -9.27  12.03
H  -5.82  -14.98  16.97
H  -2.94  -9.25  11.39
H  -1.56  -11.66  11.74
H  -5.25  -10.39  15.60
O  1.44  -13.34  17.19
O  -4.25  -11.87  18.33
H  0.43  -15.98  19.27
H  -2.98  -14.96  12.50
H  1.40  -14.09  17.78
O  -3.32  -13.40  15.99
H  1.89  -11.17  14.85
H  3.36  -8.51  13.35
H  -0.99  -12.75  13.51
H  5.44  -11.46  11.59
H  -1.34  -13.06  18.31
H  -0.58  -10.75  17.92
H  -4.32  -11.95  14.63
O  0.45  -11.95  11.52
O  -4.81  -9.79  16.24
O  -0.83  -13.74  13.37
O  -1.75  -13.86  18.70
H  3.39  -8.88  14.84
H  -2.70  -9.74  19.04
H  2.25  -12.80  17.41
H  3.54  -12.43  13.34
H  -2.01  -12.25  9.72
O  -1.09  -11.34  14.97
H  -0.93  -7.56  14.55
H  3.82  -10.12  11.76
H  0.50  -11.04  11.88
H  -0.62  -14.84  11.96
H  -2.76  -12.64  11.71
O  4.55  -11.84  11.74
H  -3.41  -12.20  18.05
H  -0.95  -15.54  10.63
H  -3.18  -9.04  20.28
O  1.15  -7.53  16.79
H  -0.52  -12.57  9.99

For the gap between HOMO and LUMO, the calculation gives 10.9 eV. Its molecular weight is 612.51 g mol⁻¹. Its HOMO energy is -0.4007 Eh. As for the relative energy (zero: lowest compared OMol25 entry of this formula, charge and spin): 17.7 kcal/mol. As for the total energy: -2599.12695 hartree. Its LUMO energy is 0.0 eV.

No. 7
This record from the Open Molecules 2025 dataset describes a structure of composition C33H52MnN4O2SSbSe2. The level of theory is wB97M-V/def2-TZVPD.

Cartesian coordinates (Å):
H  0.56  1.52  4.69
C  -1.41  0.42  -4.37
H  -4.70  -0.33  -1.53
C  -0.46  4.14  -0.34
C  -2.58  0.47  3.65
H  4.73  -0.70  4.22
C  4.00  -0.72  1.39
H  0.73  5.67  -2.86
C  -0.96  -3.14  -0.17
Se  -0.38  -1.87  -3.04
H  -0.28  7.05  0.74
H  2.50  0.31  4.76
H  -2.31  2.06  -5.42
C  -2.04  1.65  -4.46
H  4.93  -0.31  1.78
C  -1.99  1.75  -2.08
C  4.07  -0.86  -0.13
H  0.03  -5.79  1.67
H  -3.15  -0.01  -0.76
C  -2.37  2.31  -3.29
H  3.15  -1.25  -0.55
C  4.62  0.37  4.40
C  0.97  -3.85  1.61
Se  -2.07  -2.74  -1.69
H  -0.29  4.37  -3.49
H  -4.85  -2.51  1.54
C  -0.10  5.00  -2.62
C  -4.35  -2.05  0.69
N  -1.12  5.29  -0.02
C  -2.11  5.31  1.05
H  -2.21  2.23  -1.14
H  -4.45  1.17  -0.63
H  -5.73  1.25  4.73
C  0.01  -4.79  1.26
H  1.79  -4.10  2.27
C  -1.23  0.35  4.33
H  -0.99  5.58  -2.42
H  4.90  0.55  5.44
H  3.08  1.90  4.35
H  -1.19  -1.81  4.27
H  4.82  2.88  2.70
H  3.88  -1.69  1.87
H  -2.71  4.40  1.03
Sb  2.42  0.60  2.08
H  0.38  -1.07  4.63
C  -0.37  1.59  4.13
H  0.63  2.26  -2.39
H  5.35  0.87  3.77
C  -0.95  -4.44  0.32
H  -0.90  2.49  4.45
H  -0.25  -1.04  2.98
C  -0.49  6.59  -0.23
C  0.88  -2.58  1.07
O  -1.84  -0.06  1.41
H  1.53  2.60  -0.94
H  5.40  1.86  1.38
C  -4.22  0.11  -0.65
C  -0.52  -0.97  4.03
C  1.14  3.05  -1.83
C  3.29  2.38  1.25
H  -1.63  5.37  2.03
H  -6.23  0.46  2.43
C  -2.83  0.19  2.28
H  -5.78  -0.48  0.64
C  4.73  2.68  1.63
H  -2.90  3.25  -3.29
H  3.19  2.23  0.17
H  -4.68  -2.58  -0.22
C  -4.20  0.11  1.90
H  -3.38  1.10  5.52
H  -3.28  -2.19  0.82
H  -1.18  -0.16  -5.25
H  -1.15  7.27  -0.79
H  -0.13  1.72  3.08
S  -0.52  2.85  0.75
H  4.23  0.11  -0.60
C  3.20  0.84  4.11
C  -4.69  -0.56  0.63
C  -1.10  -0.08  -3.11
C  -3.62  0.86  4.49
H  2.62  3.20  1.51
N  -0.12  -2.20  0.26
O  1.13  0.19  -0.59
H  5.10  3.57  1.10
C  -4.94  0.93  4.06
H  0.45  6.49  -0.77
H  -1.65  -5.17  -0.07
Mn  -0.36  0.05  0.13
N  -1.35  0.58  -1.99
C  -5.20  0.51  2.77
H  -2.74  6.18  0.90
H  4.90  -1.52  -0.42
N  0.24  4.14  -1.49
H  1.95  3.46  -2.44
H  1.64  -1.83  1.22
H  -1.47  0.33  5.40

For the gap between HOMO and LUMO (spin up / spin down), the calculation gives 6.4 / 6.5 eV. Its molecular weight is 903.49 g mol⁻¹. As for the spin multiplicity: 5. Its HOMO energy (spin up / spin down) is -0.2497 / -0.2522 Eh. As for the relative energy (zero: lowest compared OMol25 entry of this formula, charge and spin): 0.0 kcal/mol. As for the total energy: -8250.40001 hartree. Its LUMO energy (spin up / spin down) is -0.4 / -0.4 eV.

No. 8
This record from the Open Molecules 2025 dataset describes a structure of composition C38H39F3N2OPdS3Sb. The level of theory is wB97M-V/def2-TZVPD.

Cartesian coordinates (Å):
H  -4.71  -1.36  3.07
F  -1.71  -2.15  -3.67
H  -6.26  -1.06  1.15
H  1.90  2.04  0.86
C  1.17  2.84  0.88
C  -0.06  1.89  -3.62
C  1.61  0.25  -3.15
C  -1.07  1.97  3.72
C  0.10  0.22  5.06
C  3.83  -3.99  -0.72
O  1.34  -2.11  -4.35
H  3.66  -0.61  -4.63
F  -1.03  -3.88  -2.56
H  -2.35  -0.70  2.85
C  4.15  -0.26  0.37
C  1.41  -4.33  -0.08
C  0.71  5.18  1.05
H  -1.87  1.90  2.98
H  4.23  -0.19  1.46
H  -3.75  0.83  -2.28
C  -2.92  0.70  -1.59
C  -1.12  3.58  0.81
C  2.64  -3.52  -0.28
H  1.04  6.21  1.16
C  1.99  2.55  -2.58
H  2.69  4.34  1.12
C  -2.12  -4.21  0.85
H  4.07  -4.97  -1.10
C  -3.02  -0.55  2.01
H  -1.37  5.70  0.97
H  -1.52  2.19  4.69
H  2.12  -6.37  -0.48
C  -4.36  -0.93  2.14
S  -0.24  -6.20  0.15
S  5.01  -2.75  -0.65
H  -2.20  0.02  -2.03
C  0.06  -0.09  2.66
H  1.06  -1.31  6.23
C  -3.40  0.15  -0.27
C  0.75  -1.29  2.85
H  5.08  0.08  -0.07
C  2.44  1.24  -2.62
C  3.82  -1.67  -0.02
H  -5.40  -0.12  -0.97
H  2.63  3.32  -2.16
H  -0.54  4.51  -3.72
C  -4.73  -0.23  -0.12
S  2.01  -1.51  -3.14
H  -2.82  -4.53  0.08
F  -2.60  -2.62  -1.75
C  -2.53  0.00  0.83
H  -1.03  2.15  -4.03
H  3.33  0.39  0.05
H  0.99  -1.89  1.98
H  -2.42  1.67  -1.46
H  -3.06  3.85  1.69
H  -2.19  -3.13  0.94
H  4.04  -2.27  -4.05
Sb  -0.39  0.34  0.58
H  -2.92  2.36  0.76
H  -0.44  2.81  3.43
H  -3.06  3.91  -0.08
H  1.63  -2.69  4.23
N  2.65  -2.19  0.10
C  -1.33  -2.53  -2.38
C  1.63  4.14  1.03
H  4.38  -0.88  -2.99
C  -0.64  4.89  0.95
C  1.11  -1.74  4.12
H  -0.20  4.50  -1.99
H  -0.23  -0.21  -4.11
Pd  0.05  -1.29  -1.31
H  -2.40  -4.68  1.80
C  -0.20  2.52  0.77
H  -0.16  0.81  5.93
C  0.23  4.32  -2.97
C  -5.22  -0.77  1.07
N  0.24  -3.71  0.30
C  1.34  -5.67  -0.21
H  1.04  5.03  -3.12
C  0.37  0.57  -3.66
H  3.43  1.00  -2.25
C  3.71  -1.27  -3.76
C  -0.71  -4.57  0.47
C  -0.28  0.68  3.80
C  -2.62  3.40  0.79
C  0.79  -0.98  5.23
C  0.73  2.90  -3.07

For the gap between HOMO and LUMO, the calculation gives 5.4 eV. Its molecular weight is 921.12 g mol⁻¹. Its HOMO energy is -0.1187 Eh. As for the relative energy (zero: lowest compared OMol25 entry of this formula, charge and spin): 18.3 kcal/mol. The charge is -1. As for the total energy: -3518.49130 hartree. Its LUMO energy is 2.2 eV.